Molecular formula: C3H6BrNO2S
Method: DFT, ωB97M-V/def2-TZVPD

Calculated values
Energy above the lowest of the compared OMol25 structures with the same formula, charge and spin ... 0.82 kcal per mole
Gap between HOMO and LUMO ... 10.320 eV
Molecular weight ... 200.06 g/mol

```
14
Properties=species:S:1:pos:R:3:forces:R:3
C 1.48078 -1.26223 0.70810 -0.9890 -1.2357 1.2008
C 0.32525 -0.20362 0.65915 1.5084 1.6263 0.2986
C -1.01583 -0.16443 0.49226 1.1871 0.3720 -0.8060
N -2.44817 1.34664 -1.29438 1.7651 -0.9214 -0.2407
O -3.10636 1.50914 1.12023 0.7687 -0.9577 -1.1477
O -1.01190 2.48242 0.33392 0.4778 -0.6775 0.1585
S -1.95321 1.39971 0.24878 0.1531 1.6377 1.1026
Br -2.06170 -1.62049 -0.03222 -0.1206 -0.6983 0.2499
H 1.15893 -2.37857 0.97210 0.5912 2.4761 -0.9245
H 2.10537 -1.19156 -0.21121 -0.7833 -0.2635 0.3658
H 2.19988 -0.93614 1.51792 -0.9792 -0.3251 -0.6845
H 0.87967 0.80744 0.79960 -1.6801 -1.3657 -0.2831
H -1.89266 1.02381 -2.06835 0.8140 -0.0091 0.4703
H -3.34071 1.49125 -1.61747 -2.7130 0.3418 0.2400
```
Forces are in eV/Å.

---

Molecular formula: C2H5IO2
Method: DFT, ωB97M-V/def2-TZVPD

Calculated values
Energy above the lowest of the compared OMol25 structures with the same formula, charge and spin ... 1.24 kcal per mole
SMILES ... CC(=O)O.I
Gap between HOMO and LUMO ... 10.390 eV
Molecular weight ... 187.96 g/mol

```
10
Properties=species:S:1:pos:R:3:forces:R:3
C 0.49945 -0.85077 -0.46447 1.6877 -0.9246 1.1779
C -0.14477 -0.24372 0.72676 0.7536 -0.6716 1.7753
O -0.63716 0.84505 0.82145 -0.4146 0.1870 -0.3400
O 0.13606 -0.99310 1.84091 -0.5911 1.1848 1.5635
H 0.03617 -1.59360 -1.04412 -1.5231 -0.9665 -0.3088
H 0.62725 -0.03566 -1.11035 0.8954 1.0088 -1.0931
H 1.43745 -1.40383 -0.12106 -0.9310 1.3012 -0.5308
H -0.05467 -0.45387 2.69383 0.1451 -1.1043 -2.2422
I -1.06561 2.56151 -2.41606 -0.1626 0.3318 -1.1760
H -0.83414 2.16799 -0.92689 0.1406 -0.3466 1.1740
```
Forces are in eV/Å.

---

Molecular formula: C3H3N3
Method: DFT, ωB97M-V/def2-TZVPD

Calculated values
Energy above the lowest of the compared OMol25 structures with the same formula, charge and spin ... 150.10 kcal per mole
Gap between HOMO and LUMO (alpha / beta) ... 6.962 / 7.306 eV
Molecular weight ... 81.08 g/mol

```
9
Properties=species:S:1:pos:R:3:forces:R:3
C 0.35534 0.67176 -0.75980 -0.3031 0.9279 -0.6981
C 0.14749 -0.69122 -0.75070 -0.8032 -1.6513 0.1863
C -0.88870 -0.29944 1.40877 1.2499 0.7766 -0.1412
N 0.26929 1.47468 0.32074 1.0857 0.2260 -3.3522
N -0.19412 0.82065 1.39483 -1.6442 -3.1619 -0.7514
N 0.32691 -1.86729 -1.10702 -0.2730 1.1018 0.9693
H 0.37349 1.11623 -1.80767 0.2524 -0.2444 1.6891
H -0.01296 1.37190 2.16829 0.0190 1.0683 2.3906
H -0.37674 -2.59725 -0.86743 0.4165 0.9571 -0.2923
```
Forces are in eV/Å.

---

Molecular formula: C16H22ClN3O
Method: DFT, ωB97M-V/def2-TZVPD

Calculated values
Energy above the lowest of the compared OMol25 structures with the same formula, charge and spin ... 319.56 kcal per mole
Gap between HOMO and LUMO ... 8.152 eV
Molecular weight ... 307.82 g/mol

```
43
Properties=species:S:1:pos:R:3:forces:R:3
O 2.08155 1.61371 0.09978 -0.4312 -3.1346 -1.6482
C 2.11949 0.46262 -0.46877 9.0492 10.2796 1.0523
N 3.29123 0.05834 -1.05087 4.4819 2.2295 -2.2333
C 3.63993 -1.06332 -1.88749 2.9301 -1.1338 3.3279
C 5.06273 -0.89565 -2.48107 2.7618 1.2696 6.5468
H 5.85066 -1.18268 -1.52147 -2.0103 -0.0897 -2.9898
C 5.40989 0.82148 -2.40191 2.5207 -6.9606 5.3856
C 4.50341 1.02595 -1.32555 -2.7656 5.4902 4.8376
H 5.10889 1.05797 -0.37948 -0.8125 0.0577 -0.5649
H 4.03534 2.14345 -1.42885 0.8185 -2.6396 0.6220
H 5.05762 0.82895 -3.23775 -3.7859 2.5297 -9.9142
H 6.49106 0.79464 -2.38304 -0.1004 0.7729 0.6482
H 5.29972 -1.39725 -3.37813 0.1544 -0.5111 -0.8910
H 3.08169 -1.18209 -2.66640 -4.1811 -0.3480 -4.7675
H 3.52357 -2.01883 -1.34502 0.3875 0.2351 0.0230
C 1.26556 -0.49420 -0.48739 -9.9497 -8.4137 -0.4377
N -0.11902 -0.12895 0.09427 6.9093 -5.7784 3.8560
C -0.77085 0.87105 -0.52033 -2.2026 1.5085 1.7324
C -1.77515 1.35318 0.54175 4.7553 9.0314 -2.6375
N -2.21954 0.60460 1.50879 -5.3183 -2.7278 -1.2682
C -3.52965 0.00276 1.20814 1.0579 0.0976 5.8071
C -3.93312 -0.64724 2.45757 -7.6651 -1.2945 -6.7275
C -5.33876 -1.22251 2.35505 4.3706 3.6883 -0.7179
C -6.09294 -0.83279 1.27900 -3.5189 -3.7948 -0.8384
C -5.64754 -0.45720 0.06373 4.3369 3.7252 3.1838
C -4.44516 0.28000 0.21885 2.2532 0.9693 -5.1150
H -4.07341 1.00356 -0.77140 -0.9889 -2.2880 3.0783
H -6.25399 -0.09700 -0.65279 -2.2392 0.3259 -2.6448
H -7.12546 -1.19499 1.12957 0.2046 -0.0181 1.2199
Cl -6.05480 -2.04670 3.60019 -0.6297 -0.9819 1.6401
H -3.51219 -1.02021 3.26420 3.0694 -0.8496 3.5264
C -1.29893 -0.20997 2.10081 0.9834 -2.2493 7.2953
C 0.08221 -0.06105 1.62425 -2.8289 6.8227 -4.7479
H 0.69876 -0.75483 1.88661 3.4939 -4.3920 1.7579
H 0.57476 0.97371 1.75177 -0.8740 -1.6030 0.6720
H -1.22094 0.15496 3.39887 -0.2870 -1.1761 -3.0918
H -1.62911 -1.32696 2.17596 0.6628 1.9640 -0.4321
H -1.05084 2.37532 1.24957 -1.6840 -2.4515 -2.1751
H -2.44773 2.03345 0.00171 -0.4703 -0.5238 0.7243
H -1.23853 0.27731 -1.20099 -2.2380 -0.4036 -3.3058
H -0.22178 1.67182 -0.91494 0.7992 1.3920 -0.5539
H 1.79448 -1.37854 0.10237 -1.7039 1.2644 -1.3292
H 1.02689 -0.79590 -1.60920 0.6846 0.1099 2.0951
```
Forces are in eV/Å.

---

Molecular formula: C3H7N
Method: DFT, ωB97M-V/def2-TZVPD

Calculated values
Energy above the lowest of the compared OMol25 structures with the same formula, charge and spin ... 63.87 kcal per mole
Gap between HOMO and LUMO ... 8.702 eV
Molecular weight ... 57.10 g/mol

```
11
Properties=species:S:1:pos:R:3:forces:R:3
C 0.17471 -1.30384 -0.25150 -0.6218 0.1001 0.3303
C -0.02404 0.02291 0.47994 -0.7316 -0.5222 -0.1695
C -0.40329 1.23012 -0.37003 0.5109 -0.2751 0.0072
N 0.09674 0.09106 1.78084 0.5644 0.0628 -0.9907
H 0.86614 -1.90243 0.32585 0.1128 -0.1355 0.0815
H 0.50704 -1.20089 -1.26921 0.1390 0.1274 -0.4725
H -0.78356 -1.84156 -0.26395 0.1081 0.1645 0.0331
H -0.26151 2.12222 0.23193 -0.1843 0.0877 -0.0146
H 1.06302 0.36799 1.28266 0.3192 0.3993 1.2037
H 0.20940 1.28287 -1.27387 -0.1148 -0.0139 -0.0177
H -1.44466 1.13154 -0.67265 -0.1019 0.0048 0.0091
```
Forces are in eV/Å.

---

Molecular formula: C4H6N2O
Method: DFT, ωB97M-V/def2-TZVPD

Calculated values
Energy above the lowest of the compared OMol25 structures with the same formula, charge and spin ... 106.87 kcal per mole
Gap between HOMO and LUMO ... 10.291 eV
Molecular weight ... 98.10 g/mol

```
13
Properties=species:S:1:pos:R:3:forces:R:3
O -2.94402 1.01796 -0.62238 1.9669 -0.0560 1.2477
C -2.01147 1.00863 0.04943 -2.4423 0.2754 -0.8968
N 0.14960 1.00098 -1.23199 1.3743 -1.6438 -1.4748
C 0.97221 0.62602 -0.10727 0.3064 -0.3485 0.2055
C 0.38664 -0.68697 0.21971 -0.3497 -0.1481 0.6877
C 0.03519 -1.63645 1.21676 0.1691 -0.4307 0.6028
N -0.61017 -1.37588 -0.13668 0.8951 0.4348 0.0383
H 0.38333 2.00970 -1.43011 -0.0042 -1.8926 -1.2548
H 0.95537 1.27830 0.77828 -0.4544 -0.0828 -0.2060
H 2.01952 0.58244 -0.42333 0.1956 -0.3372 0.4916
H 0.47246 0.01066 -1.83069 -1.5233 4.7767 0.3917
H 0.60126 -2.54703 1.31921 0.0479 -0.2498 0.1700
H -0.48660 -1.26531 2.09565 -0.1813 -0.2973 -0.0029
```
Forces are in eV/Å.